# 1
A 4-piece molecular cluster, C21H37ClNO8S5 overall, computed with the ωB97M-V functional and the def2-TZVPD basis.

For the LUMO energy, the calculation gives -4.0 eV. For the frontier orbital gap, the calculation gives 7.07 eV. The value obtained for the electronic energy is -3929.84887 Eh. As for the charge: +1.

```
73
C21H37ClNO8S5 | OMol25 | the ωB97M-V functional and the def2-TZVPD basis
O -0.684 -1.062 2.315
S 0.255 -0.838 1.206
O 0.788 -2.145 0.812
Cl 1.862 0.368 1.744
C -0.623 -0.104 -0.227
C -0.844 1.458 -0.134
C -2.130 1.851 0.737
C -3.363 1.973 -0.255
C -4.543 0.994 0.056
C -5.958 1.433 -0.192
C -7.036 0.475 0.096
N -6.771 -0.808 0.566
C -5.492 -1.258 0.793
S -5.110 -2.962 1.365
C -4.326 -0.375 0.557
H -1.580 -0.651 -0.430
H 0.039 -0.299 -1.126
H -0.897 1.879 -1.176
H 0.074 1.923 0.339
H -2.299 1.160 1.603
H -1.916 2.878 1.158
H -3.749 3.036 -0.293
H -3.042 1.750 -1.320
H -6.215 2.444 -0.600
H -8.099 0.795 -0.104
H -7.544 -1.463 0.738
H -4.164 -3.336 0.421
H -3.299 -0.776 0.769
C -13.066 -1.055 0.035
C -12.893 -0.941 -1.482
C -11.477 -0.420 -1.744
S -10.481 -0.964 -0.360
O -10.036 0.200 0.380
O -9.552 -1.982 -0.806
C -11.806 -1.745 0.544
H -13.964 -1.616 0.299
H -13.150 -0.057 0.474
H -13.013 -1.928 -1.937
H -13.642 -0.284 -1.925
H -11.064 -0.825 -2.667
H -11.450 0.669 -1.772
H -11.650 -1.620 1.615
H -11.805 -2.806 0.286
C 5.816 -0.311 2.499
C 7.066 0.274 3.164
C 7.924 0.899 2.059
S 6.788 1.393 0.763
O 7.055 0.594 -0.411
O 6.718 2.832 0.715
C 5.311 0.768 1.547
H 5.057 -0.585 3.233
H 6.083 -1.211 1.937
H 6.770 1.045 3.881
H 7.624 -0.486 3.712
H 8.465 1.774 2.416
H 8.623 0.176 1.638
H 4.623 0.388 0.793
H 4.850 1.592 2.096
C 10.089 0.286 -2.674
C 11.377 -0.258 -3.298
C 12.483 -0.141 -2.245
S 11.667 -0.237 -0.652
O 11.821 1.031 0.021
O 12.006 -1.489 -0.018
C 10.003 -0.342 -1.288
H 9.213 0.045 -3.277
H 10.151 1.375 -2.588
H 11.236 -1.309 -3.568
H 11.643 0.280 -4.209
H 13.207 -0.950 -2.328
H 12.992 0.821 -2.305
H 9.318 0.180 -0.624
H 9.736 -1.398 -1.351
```

=====

# 2
C21H37CoN5OS as an isolated structure, computed with the ωB97M-V functional and the def2-TZVPD basis.

For the LUMO energy, the calculation gives -10.0 eV. For the frontier orbital gap, the calculation gives 8.68 eV. The value obtained for the electronic energy is -2951.48203 Eh. As for the charge: +3.

```
66
C21H37CoN5OS | OMol25 | the ωB97M-V functional and the def2-TZVPD basis
Co 0.106 -0.009 0.132
C 3.893 0.765 -1.529
C 2.541 0.287 -1.139
N 1.982 0.455 0.009
C 2.331 1.550 0.906
C 1.314 2.615 0.481
N -0.040 1.989 0.204
C -1.036 2.349 1.252
C -0.727 1.504 2.465
N -0.572 0.089 2.022
C -1.858 -0.685 2.036
C -2.672 -0.461 0.765
N -1.710 -0.404 -0.335
C -1.930 -0.740 -1.554
C -3.229 -1.176 -2.126
C -0.689 -0.718 -2.386
C -0.509 -1.169 -3.684
C 0.783 -1.177 -4.203
C 1.865 -0.753 -3.434
C 1.612 -0.305 -2.149
N 0.359 -0.273 -1.693
H 4.562 0.835 -0.674
H 3.822 1.750 -2.001
H 4.338 0.094 -2.263
H 3.347 1.921 0.782
H 2.203 1.232 1.939
H 1.655 3.074 -0.446
H 1.212 3.405 1.224
H -0.371 2.369 -0.678
H -2.030 2.153 0.858
H -0.981 3.414 1.480
H -1.503 1.590 3.226
H 0.210 1.822 2.922
H 0.037 -0.385 2.687
H -2.438 -0.432 2.924
H -1.588 -1.735 2.107
H -3.251 0.463 0.797
H -3.380 -1.281 0.638
H -4.071 -0.921 -1.488
H -3.217 -2.261 -2.274
H -3.382 -0.719 -3.104
H -1.345 -1.518 -4.276
H 0.950 -1.526 -5.214
H 2.868 -0.778 -3.836
C -1.433 -4.281 3.072
C -1.157 -4.394 1.578
C 0.327 -4.343 1.227
S 1.008 -2.690 1.429
O 0.462 -1.924 0.183
C 2.779 -2.941 1.166
C 3.283 -3.086 -0.267
C 2.854 -4.331 -1.034
H -2.503 -4.299 3.274
H -1.022 -3.367 3.512
H -0.988 -5.119 3.608
H -1.690 -3.633 0.997
H -1.532 -5.349 1.207
H 0.529 -4.639 0.201
H 0.914 -4.973 1.902
H 3.021 -3.815 1.778
H 3.244 -2.081 1.652
H 4.372 -3.075 -0.178
H 3.016 -2.189 -0.831
H 2.975 -5.235 -0.435
H 3.474 -4.451 -1.921
H 1.820 -4.271 -1.374
```

=====

# 3
An isolated ion of composition C21H37N2O2 and charge +1, computed with the ωB97M-V functional and the def2-TZVPD basis.

For the energy relative to the best compared isomer or geometry (same formula, charge and spin), the calculation gives 3.45 kcal/mol. For the LUMO energy, the calculation gives -2.0 eV. For the frontier orbital gap, the calculation gives 8.70 eV. The value obtained for the electronic energy is -1082.17175 Eh. As for the SMILES: CC[N@@H+]1CCC[C@H]1CNC[C@@H](O)COc1ccc(C(C)(C)C)cc1C. As for the charge: +1.

```
62
C21H37N2O2 | OMol25 | the ωB97M-V functional and the def2-TZVPD basis
C -2.502 -2.100 -1.132
C -3.425 -2.052 0.074
N -3.851 -0.677 0.420
C -4.579 -0.609 1.714
C -6.047 -0.668 1.327
H -6.344 -1.684 1.069
H -6.697 -0.315 2.123
C -6.075 0.240 0.102
H -6.125 1.281 0.417
H -6.921 0.040 -0.550
C -4.740 -0.039 -0.605
H -4.894 -0.744 -1.424
C -4.048 1.229 -1.131
N -3.524 1.972 0.002
H -4.206 2.631 0.350
C -2.239 2.632 -0.151
H -2.200 3.431 0.590
H -2.102 3.084 -1.143
C -1.057 1.673 0.121
O -1.495 0.579 0.915
H -0.779 -0.077 0.857
C -0.409 1.111 -1.165
O 0.339 -0.038 -0.852
C 1.691 0.075 -0.536
C 2.354 1.269 -0.316
C 3.703 1.262 -0.009
C 4.422 0.078 0.096
C 3.730 -1.108 -0.118
C 2.381 -1.134 -0.432
C 1.661 -2.430 -0.657
H 2.368 -3.250 -0.741
H 1.067 -2.379 -1.567
H 0.987 -2.642 0.174
H 4.240 -2.054 -0.049
C 5.904 0.123 0.428
C 6.534 -1.269 0.502
H 6.070 -1.871 1.280
H 7.591 -1.174 0.741
H 6.454 -1.788 -0.451
C 6.633 0.923 -0.661
H 6.274 1.947 -0.712
H 7.700 0.948 -0.453
H 6.482 0.459 -1.634
C 6.091 0.808 1.790
H 5.721 1.829 1.777
H 7.146 0.833 2.050
H 5.558 0.260 2.564
H 4.188 2.212 0.151
H 1.843 2.218 -0.381
H 0.190 1.876 -1.663
H -1.178 0.769 -1.865
H -0.287 2.215 0.686
H -4.764 1.799 -1.735
H -3.223 0.943 -1.785
H -4.347 0.350 2.178
H -4.267 -1.413 2.377
H -2.984 -0.071 0.518
H -4.316 -2.658 -0.104
H -2.898 -2.461 0.938
H -2.986 -1.732 -2.033
H -2.214 -3.132 -1.313
H -1.594 -1.529 -0.959
```

=====

> What is the charge in the first record?

+1

=====

> Among the records above, which one has the highest electronic energy?

C21H37N2O2